1.
{"formula": "C6H15BrN2O", "method": "ωB97M-V/def2-TZVPD", "homo_energy_ev": -8.50, "lumo_ev": 0.66, "gap_ev": 9.158, "energy_ha": -2996.18845, "multiplicity": 1, "symbols": ["C", "C", "C", "C", "C", "C", "N", "N", "O", "Br", "H", "H", "H", "H", "H", "H", "H", "H", "H", "H", "H", "H", "H", "H", "H"], "coordinates": [[1.413, -0.118, -0.598], [-3.401, 1.716, -0.040], [-2.023, -0.756, -0.856], [3.559, -1.863, 0.344], [-1.508, -0.622, 1.457], [2.537, 0.276, 0.395], [-2.020, 1.404, 0.124], [-1.798, 0.037, 0.349], [3.182, -0.692, 1.005], [3.950, 1.306, -0.853], [1.575, 0.263, -1.611], [1.129, -1.169, -0.653], [0.537, 0.401, -0.153], [-3.373, 2.781, -0.135], [-3.872, 1.309, -0.936], [-4.003, 1.457, 1.033], [-1.287, -0.359, -1.667], [-1.855, -1.810, -0.637], [-3.046, -0.518, -1.287], [3.674, -1.545, -0.749], [2.703, -2.542, 0.484], [4.501, -2.209, 0.767], [2.322, 1.114, 1.140], [-1.358, 0.152, 2.311], [-1.537, 1.987, 0.765]], "lowdin_charge": [-0.13, -0.13, -0.09, -0.08, 0.04, -0.63, -0.10, -0.37, -0.22, 0.45, 0.05, 0.08, 0.05, 0.06, 0.06, 0.15, 0.11, 0.08, 0.08, 0.10, 0.10, 0.10, 0.12, 0.02, 0.11]}

=====

2.
{"formula": "C6H15ClFeI2O2PS", "method": "ωB97M-V/def2-TZVPD", "total_charge": 2, "homo_energy_ev": [-15.72, -16.47], "lumo_ev": [-9.52, -10.34], "gap_ev": [6.197, 6.128], "s2": 9.127, "energy_ha": -3446.28108, "multiplicity": 6, "symbols": ["I", "I", "Fe", "P", "C", "C", "H", "H", "H", "C", "H", "H", "H", "H", "H", "H", "C", "O", "Cl", "C", "S", "C", "O", "H", "H", "H", "H", "H", "H"], "coordinates": [[1.945, -3.670, -1.421], [-0.830, -2.951, -0.586], [0.465, -0.711, -0.016], [-0.057, 0.431, -2.300], [-1.611, 0.713, -3.208], [0.795, 2.012, -2.506], [1.828, -0.900, -2.903], [0.844, -0.520, -4.355], [0.306, -1.763, -3.175], [0.812, -0.801, -3.301], [1.783, 1.967, -2.041], [0.903, 2.227, -3.575], [-1.372, 0.983, -4.253], [-2.160, 1.534, -2.717], [0.214, 2.810, -2.031], [-2.220, -0.204, -3.179], [-1.452, -0.370, -0.426], [-2.514, 0.000, -0.157], [2.544, -0.088, -0.485], [-0.030, -1.554, 4.257], [-0.905, -0.617, 2.997], [-0.641, 1.038, 3.652], [0.099, -0.664, 1.841], [-0.600, -1.515, 5.188], [0.968, -1.109, 4.333], [-0.018, -2.600, 3.932], [0.438, 1.242, 3.627], [-1.207, 1.728, 3.015], [-1.094, 1.100, 4.647]], "lowdin_charge": [0.57, 0.64, -0.02, 0.84, -0.20, -0.21, -0.01, 0.08, -0.02, -0.29, 0.02, 0.09, 0.09, 0.08, 0.08, 0.07, -0.48, 0.16, 0.15, -0.20, 0.96, -0.20, -0.68, 0.08, 0.08, 0.07, 0.08, 0.07, 0.08]}

=====

What is the multiplicity in the first record?
1